A cluster of 3 separate species, C2H11NO2S in total in a non-equilibrium geometry, computed with wB97M-V/def2-TZVPD.

Its total charge is -1. For the gap between HOMO and LUMO (spin up / spin down), the calculation gives 2.54 / 8.55 eV. The value obtained for the max |F| is 3.9 eV/Å. Its energy relative to the best compared isomer or geometry (same formula, charge and spin) is 118.77 kJ/mol. As for the lowest unoccupied orbital energy (spin up / spin down): 3.4 / 3.5 eV. The spin multiplicity is 2.

Positions of all 17 atoms, in Å:
C (-0.912, -0.771, -1.387)
C (-1.044, 0.735, -1.347)
S (0.633, 1.573, -0.625)
N (-1.954, -1.504, -2.040)
H (-0.661, -1.006, -0.422)
H (-0.004, -0.965, -1.896)
H (-1.875, 1.117, -0.775)
H (-0.814, 1.091, -2.395)
H (0.006, 2.359, 0.348)
H (-1.759, -1.775, -3.040)
H (-2.776, -2.130, -1.644)
H (0.083, -0.875, 3.431)
H (0.456, -1.316, 4.712)
O (0.386, -0.454, 4.249)
H (2.929, 1.738, 0.460)
H (3.745, 0.611, 1.117)
O (3.562, 1.570, 1.252)

Atomic partial charges in e from the Löwdin method, atoms 1 to 2: -0.58, -0.49

=====

A cluster of 3 separate species, C2H11NO2S2 in total in a non-equilibrium geometry, computed with wB97M-V/def2-TZVPD.

Its total charge is -1. For the gap between HOMO and LUMO (spin up / spin down), the calculation gives 4.32 / 7.39 eV. The value obtained for the max |F| is 2.8 eV/Å. Its energy relative to the best compared isomer or geometry (same formula, charge and spin) is 4.82 kJ/mol. As for the lowest unoccupied orbital energy (spin up / spin down): 3.5 / 3.5 eV. The spin multiplicity is 2.

Positions of all 18 atoms, in Å:
N (-0.972, 0.330, -2.726)
C (-0.446, -0.567, -1.686)
C (0.498, 0.103, -0.728)
S (1.395, -1.167, 0.284)
S (3.206, 0.065, 0.959)
H (-0.924, -0.044, -3.647)
H (-1.943, 0.557, -2.532)
H (0.082, -1.398, -2.168)
H (-1.224, -1.113, -1.134)
H (0.112, 0.821, -0.017)
H (1.337, 0.536, -1.254)
H (4.113, -0.470, 0.132)
H (-3.027, 1.121, 2.109)
H (-1.565, 0.681, 2.259)
O (-2.362, 0.512, 1.736)
H (1.011, 0.306, 3.367)
H (0.523, -0.424, 2.163)
O (0.186, 0.153, 2.881)

Atomic partial charges in e from the Löwdin method, atoms 1 to 2: -0.02, -0.39

=====

A cluster of 4 separate species, C2H11NO3 in total in a non-equilibrium geometry, computed with wB97M-V/def2-TZVPD.

For the gap between HOMO and LUMO, the calculation gives 9.22 eV. The value obtained for the max |F| is 1.6 eV/Å. Its energy relative to the best compared isomer or geometry (same formula, charge and spin) is 80.01 kJ/mol. As for the lowest unoccupied orbital energy: 0.8 eV. As for the SMILES: C=CN.O.O.O.

Positions of all 17 atoms, in Å:
C (-1.129, -1.150, -0.055)
C (0.066, -1.655, 0.240)
N (1.207, -0.932, 0.541)
H (-1.283, -0.089, -0.193)
H (-1.934, -1.832, -0.273)
H (0.095, -2.682, 0.576)
H (1.136, -0.028, 0.979)
H (2.070, -1.443, 0.623)
O (0.544, 0.221, -2.513)
H (1.147, -0.163, -1.863)
H (0.831, -0.012, -3.397)
O (-0.348, 2.492, -0.730)
H (-0.049, 1.731, -1.244)
H (-1.307, 2.457, -0.726)
O (0.050, 1.008, 2.632)
H (-0.617, 0.309, 2.504)
H (-0.479, 1.768, 2.898)

Atomic partial charges in e from the Löwdin method, atoms 1 to 2: -0.03, -0.31

=====

A cluster of 3 separate species, C2H11NO3 in total in a non-equilibrium geometry, computed with wB97M-V/def2-TZVPD.

For the gap between HOMO and LUMO, the calculation gives 10.07 eV. The value obtained for the max |F| is 1.7 eV/Å. Its energy relative to the best compared isomer or geometry (same formula, charge and spin) is 26.78 kJ/mol. As for the lowest unoccupied orbital energy: 0.7 eV. As for the SMILES: NCCO.O.O.

Positions of all 17 atoms, in Å:
N (0.668, 0.789, -0.703)
C (-0.679, 1.061, -1.156)
C (-1.700, 0.540, -0.137)
O (-1.875, -0.874, -0.222)
H (1.342, 1.389, -1.161)
H (0.917, -0.194, -0.842)
H (-0.947, 0.600, -2.119)
H (-0.958, 2.099, -1.368)
H (-2.667, 0.998, -0.304)
H (-1.372, 0.772, 0.881)
H (-0.999, -1.276, -0.140)
O (1.087, -1.930, 0.158)
H (1.114, -2.875, -0.038)
H (1.506, -1.779, 1.023)
O (1.548, -0.118, 1.928)
H (1.202, 0.619, 1.398)
H (1.814, 0.179, 2.801)

Atomic partial charges in e from the Löwdin method, atoms 1 to 2: 0.00, -0.27

=====

A cluster of 4 separate species, C2H11NO3 in total in a non-equilibrium geometry, computed with wB97M-V/def2-TZVPD.

For the gap between HOMO and LUMO, the calculation gives 3.94 eV. The value obtained for the max |F| is 4.1 eV/Å. Its energy relative to the best compared isomer or geometry (same formula, charge and spin) is 881.72 kJ/mol. As for the lowest unoccupied orbital energy: -5.4 eV.

Positions of all 17 atoms, in Å:
C (0.807, -0.090, 1.246)
C (0.507, -0.731, -0.069)
N (1.552, -0.338, -0.986)
H (-0.035, -0.204, 1.945)
H (1.021, 0.958, 1.009)
H (1.739, -0.519, 1.737)
H (0.346, -1.841, 0.158)
H (-0.512, -0.319, -0.281)
H (-2.964, 1.313, -0.212)
H (1.881, 0.663, -0.848)
O (-2.252, 0.714, 0.325)
H (-2.440, -0.592, 0.122)
H (-3.070, -2.130, -0.294)
O (-2.277, -1.668, -0.151)
H (1.259, -0.442, -1.914)
H (2.509, 2.733, -0.628)
O (2.219, 1.914, -0.293)

Atomic partial charges in e from the Löwdin method, atoms 1 to 2: -0.10, -0.25

=====

A cluster of 4 separate species, C2H11NO3 in total in a non-equilibrium geometry, computed with wB97M-V/def2-TZVPD.

For the gap between HOMO and LUMO, the calculation gives 10.52 eV. The value obtained for the max |F| is 4.6 eV/Å. Its energy relative to the best compared isomer or geometry (same formula, charge and spin) is 186.23 kJ/mol. As for the lowest unoccupied orbital energy: 0.2 eV. As for the SMILES: C=NC.O.O.O.

Positions of all 17 atoms, in Å:
C (-0.856, -0.804, -1.176)
N (-0.501, 0.169, -0.397)
C (-0.321, -0.190, 0.998)
H (-0.624, -0.872, -2.160)
H (-1.460, -1.570, -0.787)
H (0.635, -0.800, 1.008)
H (-1.217, -0.715, 1.391)
H (-0.003, 0.696, 1.576)
O (-4.175, 0.209, 0.489)
H (-3.741, 0.513, -0.303)
H (-3.441, -0.041, 1.198)
O (1.962, 1.309, -0.963)
H (1.082, 0.810, -0.920)
H (1.698, 2.113, -1.476)
O (3.504, -0.381, 0.864)
H (3.072, 0.033, 0.100)
H (4.386, -0.478, 0.559)

Atomic partial charges in e from the Löwdin method, atoms 1 to 2: 0.00, -0.11

=====

A structure of composition C2H11NO3 in a non-equilibrium geometry, computed with wB97M-V/def2-TZVPD.

For the gap between HOMO and LUMO, the calculation gives 8.64 eV. The value obtained for the max |F| is 3.8 eV/Å. Its energy relative to the best compared isomer or geometry (same formula, charge and spin) is 329.32 kJ/mol. As for the lowest unoccupied orbital energy: -1.0 eV.

Positions of all 17 atoms, in Å:
C (-2.070, 0.918, -0.577)
C (-0.376, 0.723, 0.544)
N (-0.913, 0.013, -0.443)
H (-1.806, 1.927, -0.937)
H (-2.718, 1.013, 0.309)
H (-2.757, 0.624, -1.391)
H (0.583, 1.225, 0.414)
H (-0.792, 0.796, 1.561)
H (1.666, -1.478, -1.326)
H (0.724, -0.364, -1.185)
O (1.684, -0.516, -1.404)
H (2.941, 0.171, 1.340)
H (2.600, 0.621, -0.057)
O (2.998, 0.930, 0.770)
H (-0.473, -1.512, 0.426)
H (-1.015, -2.666, 1.250)
O (-0.274, -2.426, 0.706)

Atomic partial charges in e from the Löwdin method, atoms 1 to 2: -0.16, 0.00

=====

A cluster of 4 separate species, C2H11NO4 in total in a non-equilibrium geometry, computed with wB97M-V/def2-TZVPD.

For the gap between HOMO and LUMO, the calculation gives 10.49 eV. The value obtained for the max |F| is 2.0 eV/Å. Its energy relative to the best compared isomer or geometry (same formula, charge and spin) is 77.01 kJ/mol. As for the lowest unoccupied orbital energy: 0.5 eV. As for the SMILES: CC(N)=O.O.O.O.

Positions of all 18 atoms, in Å:
C (-2.963, 1.044, -0.607)
C (-1.470, 0.960, -0.642)
N (-0.932, 0.221, -1.662)
O (-0.696, 1.530, 0.107)
H (-3.240, 1.437, 0.389)
H (-3.478, 0.128, -0.835)
H (-3.279, 1.855, -1.284)
H (-1.248, -0.084, -2.569)
H (0.049, -0.002, -1.538)
O (1.211, -1.497, -0.602)
H (1.401, -2.439, -0.718)
H (1.921, -1.006, -0.169)
O (2.029, 2.216, 1.111)
H (1.259, 1.766, 0.723)
H (1.569, 2.921, 1.561)
O (1.718, -3.666, 1.897)
H (2.645, -3.655, 2.109)
H (1.366, -2.768, 1.878)

Atomic partial charges in e from the Löwdin method, atoms 1 to 2: -0.01, -0.58

=====

A cluster of 4 separate species, C2H11NO5 in total in a non-equilibrium geometry, computed with wB97M-V/def2-TZVPD.

For the gap between HOMO and LUMO, the calculation gives 10.98 eV. The value obtained for the max |F| is 1.4 eV/Å. Its energy relative to the best compared isomer or geometry (same formula, charge and spin) is 0.00 kJ/mol. As for the lowest unoccupied orbital energy: 0.4 eV. As for the SMILES: CNC(=O)O.O.O.O.

Positions of all 19 atoms, in Å:
C (-2.010, 1.407, -0.288)
N (-1.047, 0.825, 0.657)
C (0.242, 1.176, 0.712)
O (1.113, 0.770, 1.466)
O (0.531, 2.143, -0.216)
H (-2.334, 2.395, 0.034)
H (-1.610, 1.443, -1.292)
H (-2.865, 0.732, -0.268)
H (-1.453, 0.289, 1.406)
H (1.465, 2.012, -0.427)
O (-0.139, -1.797, 2.163)
H (-0.329, -2.193, 1.310)
H (0.242, -0.922, 2.013)
O (1.431, -2.479, -0.620)
H (1.265, -3.095, 0.105)
H (2.030, -1.872, -0.160)
O (1.303, -0.033, -2.454)
H (0.489, 0.078, -1.957)
H (1.675, -0.879, -2.182)

Atomic partial charges in e from the Löwdin method, atoms 1 to 2: -0.05, 0.04

=====

A cluster of 4 separate species, C2H11NO5 in total, computed with wB97M-V/def2-TZVPD.

For the gap between HOMO and LUMO, the calculation gives 9.53 eV. The value obtained for the max |F| is 1.0 eV/Å. Its energy relative to the best compared isomer or geometry (same formula, charge and spin) is 1.15 kJ/mol. As for the lowest unoccupied orbital energy: 0.2 eV. As for the SMILES: CNC(=O)O.O.O.O.

Positions of all 19 atoms, in Å:
C (-1.895, 0.973, -0.409)
N (-0.932, 0.708, 0.652)
C (0.257, 1.326, 0.863)
O (1.037, 0.952, 1.719)
O (0.528, 2.427, 0.133)
H (-2.797, 1.416, 0.020)
H (-1.490, 1.660, -1.143)
H (-2.160, 0.058, -0.935)
H (-1.149, -0.091, 1.240)
H (0.093, 2.392, -0.728)
O (-0.251, -1.595, 2.003)
H (0.248, -2.215, 1.463)
H (0.404, -1.022, 2.428)
O (1.265, -2.253, -0.583)
H (2.222, -2.357, -0.497)
H (1.030, -2.705, -1.404)
O (0.903, 0.216, -1.862)
H (0.964, -0.582, -1.296)
H (1.723, 0.690, -1.664)

Atomic partial charges in e from the Löwdin method, atoms 1 to 2: -0.06, 0.03

=====

A cluster of 4 separate species, C2H11O4 in total in a non-equilibrium geometry, computed with wB97M-V/def2-TZVPD.

Its total charge is -1. For the gap between HOMO and LUMO, the calculation gives 8.70 eV. The value obtained for the max |F| is 2.0 eV/Å. Its energy relative to the best compared isomer or geometry (same formula, charge and spin) is 31.30 kJ/mol. As for the lowest unoccupied orbital energy: 4.0 eV.

Positions of all 17 atoms, in Å:
C (-1.043, -0.568, 0.500)
O (0.218, -0.506, -0.105)
C (-2.145, 0.070, -0.336)
H (-0.981, -0.224, 1.540)
H (-1.271, -1.631, 0.715)
H (-2.942, 0.378, 0.371)
H (-2.653, -0.665, -0.966)
H (-1.872, 0.941, -0.922)
H (1.209, 2.038, -0.935)
H (0.147, 1.074, -1.238)
O (0.572, 1.868, -1.639)
H (2.713, -1.753, 0.369)
H (1.312, -1.481, -0.278)
O (2.112, -2.144, -0.270)
H (1.564, 1.082, 1.816)
H (1.180, 0.442, 0.459)
O (1.880, 1.079, 0.917)

Atomic partial charges in e from the Löwdin method, atoms 1 to 2: -0.40, -0.35

=====

A cluster of 4 separate species, C2H11O4 in total in a non-equilibrium geometry, computed with wB97M-V/def2-TZVPD.

Its total charge is -1. For the gap between HOMO and LUMO, the calculation gives 8.59 eV. The value obtained for the max |F| is 3.2 eV/Å. Its energy relative to the best compared isomer or geometry (same formula, charge and spin) is 138.69 kJ/mol. As for the lowest unoccupied orbital energy: 4.0 eV.

Positions of all 17 atoms, in Å:
C (-0.840, -0.478, -0.620)
O (0.115, 0.386, -0.016)
C (-1.288, -1.699, 0.403)
H (-1.738, 0.184, -0.884)
H (-0.399, -1.040, -1.545)
H (-1.146, -2.735, -0.111)
H (-0.720, -1.758, 1.347)
H (-2.474, -1.468, 0.665)
H (-0.234, 1.775, 2.605)
H (-0.469, 1.062, 1.005)
O (-0.772, 1.693, 1.843)
H (2.266, -0.918, -0.562)
H (1.655, -0.212, 0.493)
O (2.242, -1.015, 0.408)
H (1.453, 1.795, -2.335)
H (0.877, 1.973, -1.037)
O (1.472, 2.457, -1.660)

Atomic partial charges in e from the Löwdin method, atoms 1 to 2: -0.37, -0.39

=====

A cluster of 4 separate species, C2H11O4 in total in a non-equilibrium geometry, computed with wB97M-V/def2-TZVPD.

Its total charge is -1. For the gap between HOMO and LUMO, the calculation gives 8.33 eV. The value obtained for the max |F| is 1.9 eV/Å. Its energy relative to the best compared isomer or geometry (same formula, charge and spin) is 73.20 kJ/mol. As for the lowest unoccupied orbital energy: 4.0 eV.

Positions of all 17 atoms, in Å:
C (0.498, -2.029, -0.414)
O (-0.420, -1.272, 0.301)
C (-0.069, -2.544, -1.724)
H (0.870, -2.900, 0.166)
H (1.463, -1.562, -0.653)
H (-0.424, -1.660, -2.264)
H (-0.806, -3.344, -1.768)
H (0.790, -2.867, -2.341)
H (-1.027, 2.387, 2.318)
H (-2.528, 2.182, 2.510)
O (-1.718, 2.291, 2.980)
H (1.221, 3.226, 1.538)
H (1.079, 2.347, 0.261)
O (1.595, 3.115, 0.644)
H (-0.205, 1.570, -1.269)
H (-0.256, -0.307, 0.076)
O (-0.063, 1.367, -0.361)

Atomic partial charges in e from the Löwdin method, atoms 1 to 2: -0.40, -0.12